Formula: C6H12O
Source: the Open Molecules 2025 dataset
Level of theory: ωB97M-V/def2-TZVPD

The geometry in XYZ format:
```
19
Properties=species:S:1:pos:R:3:nbo_charge:R:1
C 0.682 0.464 -0.464 -0.255
O -1.025 -1.362 -0.829 -0.446
H -1.903 -1.554 1.484 0.337
H -0.517 -3.124 1.455 0.233
H -1.538 0.659 -0.355 0.212
H 1.375 -0.359 -0.252 0.218
H 0.139 -1.585 2.307 0.234
H -2.599 -1.047 0.795 -0.187
H 0.662 0.070 -2.605 0.222
H 1.881 1.255 -2.094 0.215
C 0.951 1.608 0.516 -0.604
C 0.859 0.900 -1.919 -0.602
H 0.847 1.279 1.556 0.215
C -0.518 -2.047 1.579 -0.807
C -0.719 -0.052 -0.249 0.052
C -0.969 -1.260 0.508 0.335
H 0.172 1.720 -2.166 0.204
H 0.253 2.438 0.351 0.206
H 1.966 1.997 0.382 0.218
```

Results
* energy above the lowest of the compared OMol25 structures with the same formula, charge and spin: 147.5 kcal per mole
* gap between HOMO and LUMO: 0.3142 Eh
* 2S+1: 1
* HOMO level: -7.6 eV

=====

Formula: C3H10O2
Source: the Open Molecules 2025 dataset
Level of theory: ωB97M-V/def2-TZVPD

The geometry in XYZ format:
```
15
Properties=species:S:1:pos:R:3:nbo_charge:R:1
H 0.588 1.110 -2.463 0.200
H 1.677 1.009 -0.109 0.474
H -2.273 0.126 -0.196 0.213
C -0.151 0.418 -2.060 -0.627
C -0.156 0.768 -0.512 0.110
H 1.818 -1.472 2.288 0.475
O 1.534 -1.805 3.140 -0.940
H -0.924 -1.000 0.301 0.213
C -1.304 0.022 0.292 -0.641
H 0.211 -0.597 -2.226 0.217
O 1.068 0.267 -0.103 -0.729
H -0.262 1.846 -0.387 0.157
H -1.365 0.181 1.368 0.210
H 0.635 -1.489 3.233 0.466
H -1.097 0.617 -2.565 0.201
```

Results
* energy above the lowest of the compared OMol25 structures with the same formula, charge and spin: 11.0 kcal per mole
* gap between HOMO and LUMO: 0.4057 Eh
* 2S+1: 1
* SMILES: CC(C)O.O
* HOMO level: -10.3 eV